1.
{
  "formula": "C22H56Cr2F2N4O5",
  "method": "wB97M-V/def2-TZVPD",
  "total_charge": 2,
  "homo_energy_ev": [-11.738, -11.738],
  "gap_ev": [4.9, 5.3],
  "spin_multiplicity": 9,
  "symbols": ["Cr", "Cr", "F", "F", "C", "C", "C", "C", "C", "C", "N", "O", "C", "C", "C", "H", "H", "H", "H", "H", "H", "H", "H", "H", "H", "H", "H", "H", "H", "H", "H", "H", "H", "H", "C", "C", "C", "O", "C", "N", "H", "H", "H", "H", "H", "H", "H", "H", "H", "H", "H", "C", "C", "C", "O", "C", "N", "H", "H", "H", "H", "H", "H", "H", "H", "H", "H", "H", "C", "C", "C", "O", "C", "N", "H", "H", "H", "H", "H", "H", "H", "H", "H", "H", "H", "C", "O", "H", "H", "H", "H"],
  "xyz": [[2.7377, -0.3844, -2.8585], [-0.4465, -0.6407, -2.8691], [1.0318, 0.3548, -1.8109], [1.1812, -1.2807, -3.9517], [1.2996, -0.5628, 4.2644], [0.4386, -0.1662, 3.0722], [-0.9521, -0.8188, 3.1838], [-1.8689, -0.1326, 4.1938], [-1.9535, 1.3759, 3.9315], [-0.6148, 2.0999, 3.7616], [0.2990, 1.2929, 2.9831], [1.4736, 1.9391, 2.5689], [-0.9332, 3.3624, 2.9254], [-0.0505, 2.5619, 5.1121], [1.0879, -0.6421, 1.7739], [0.8228, -0.3681, 5.2211], [2.2545, -0.0287, 4.2203], [1.6283, -1.6083, 4.2288], [-1.3929, -0.9555, 2.1931], [-0.7341, -1.8067, 3.6018], [-1.5634, -0.3536, 5.2154], [-2.8919, -0.4934, 4.0674], [-2.4458, 1.8427, 4.7853], [-2.5478, 1.5260, 3.0269], [-1.3478, 3.0565, 1.9580], [-1.7017, 3.9454, 3.4361], [-0.0575, 3.9839, 2.7455], [0.8872, 3.1056, 5.0205], [-0.7518, 3.1239, 5.7279], [0.1467, 1.6450, 5.6806], [0.8877, -1.7089, 1.6177], [2.1665, -0.4749, 1.7596], [0.6788, -0.1358, 0.8899], [1.3198, 2.0858, 1.6246], [3.3384, 3.6925, -4.4344], [3.6003, 2.3022, -3.8604], [3.6898, 2.3225, -2.3563], [4.0861, 1.0339, -1.8544], [4.2388, 1.0188, -0.4393], [2.5593, 1.3350, -4.2368], [4.0671, 4.4413, -4.1337], [2.3447, 4.0340, -4.1268], [3.3376, 3.6339, -5.5232], [4.5749, 1.9877, -4.2433], [2.7303, 2.5922, -1.8889], [4.3351, 3.1146, -1.9673], [4.9038, 1.7948, -0.0673], [4.5995, 0.0608, -0.0580], [3.2670, 1.1011, 0.0653], [1.6342, 1.6841, -3.9837], [2.5145, 1.1982, -5.2448], [-4.5726, -1.9938, -3.1551], [-3.3520, -1.0963, -3.0032], [-3.0940, -0.7663, -1.5507], [-1.9400, 0.0926, -1.4771], [-2.0268, 0.9354, -0.2982], [-2.1312, -1.7659, -3.5462], [-4.5136, -2.8467, -2.4748], [-4.7043, -2.3579, -4.1757], [-5.5007, -1.4619, -2.9425], [-3.5342, -0.1444, -3.5055], [-2.9218, -1.6892, -0.9778], [-3.9700, -0.3340, -1.0669], [-2.6111, 1.8206, -0.5531], [-1.0165, 1.2472, -0.0429], [-2.4964, 0.4166, 0.5332], [-2.2102, -2.7457, -3.2499], [-2.3413, -1.9449, -4.5355], [0.2396, -4.3280, -2.4393], [-0.5343, -3.6574, -1.3247], [-0.3702, -4.3870, 0.0064], [-1.1506, -3.6511, 0.9267], [-1.4176, -4.3461, 2.1248], [-0.1332, -2.2354, -1.1705], [1.3233, -4.2915, -2.2898], [-0.0043, -3.9573, -3.4365], [0.0285, -5.4001, -2.4918], [-1.5998, -3.7917, -1.5381], [0.6840, -4.4194, 0.3208], [-0.7299, -5.4197, -0.0383], [-0.5026, -4.6650, 2.6367], [-2.0277, -5.2454, 1.9748], [-1.9830, -3.6964, 2.7885], [-0.5195, -1.9866, -0.2508], [0.8650, -2.3006, -0.9551], [0.3417, 3.7280, -0.6109], [1.0351, 2.5810, -0.1153], [0.9938, 4.2750, -1.3020], [-0.5677, 3.4635, -1.1597], [0.0626, 4.3884, 0.2039], [0.9951, 1.8903, -0.7856]]
}

=====

2.
{
  "formula": "C22H56N6O9Si2",
  "method": "wB97M-V/def2-TZVPD",
  "total_charge": 0,
  "homo_energy_ev": -8.940,
  "gap_ev": 9.3,
  "spin_multiplicity": 1,
  "symbols": ["C", "C", "O", "C", "C", "O", "Si", "O", "Si", "H", "H", "H", "H", "H", "H", "H", "H", "H", "H", "H", "H", "H", "H", "C", "O", "N", "C", "C", "H", "H", "H", "H", "H", "H", "H", "C", "O", "N", "C", "C", "H", "H", "H", "H", "H", "H", "H", "C", "O", "N", "C", "C", "H", "H", "H", "H", "H", "H", "H", "C", "O", "N", "C", "C", "H", "H", "H", "H", "H", "H", "H", "C", "O", "N", "C", "C", "H", "H", "H", "H", "H", "H", "H", "C", "O", "N", "C", "C", "H", "H", "H", "H", "H", "H", "H"],
  "xyz": [[1.3792, -1.9627, -0.4185], [0.2532, -1.0880, -0.9713], [-0.0497, -0.0517, -0.0484], [-0.4732, 1.1459, -0.6597], [-1.9100, 1.1185, -1.1328], [-2.7974, 1.2751, -0.0294], [-4.1890, 0.4056, -0.0594], [-3.8278, -1.2118, 0.0074], [-4.4982, -2.3191, -1.0240], [1.5501, -1.7116, 0.6241], [2.2991, -1.8371, -0.9840], [1.1107, -3.0099, -0.4983], [0.5566, -0.6529, -1.9268], [-0.6348, -1.7004, -1.1444], [0.1659, 1.4168, -1.5031], [-0.3685, 1.9373, 0.0821], [-2.0898, 0.1863, -1.6764], [-2.0488, 1.9318, -1.8495], [-4.9716, 0.7216, -1.2697], [-4.9449, 0.7632, 1.1414], [-3.5542, -2.6026, -2.1281], [-5.7756, -1.8493, -1.5941], [-4.7238, -3.5663, -0.2684], [3.1830, -5.8323, 0.0944], [2.8676, -4.6815, -0.1502], [2.4268, -6.6819, 0.8092], [2.8445, -8.0428, 1.1084], [1.1414, -6.2152, 1.3016], [4.1365, -6.2732, -0.2407], [2.1192, -8.7435, 0.6911], [2.9044, -8.1912, 2.1876], [3.8218, -8.2397, 0.6748], [0.5014, -5.9158, 0.4716], [1.2714, -5.3476, 1.9509], [0.6620, -7.0145, 1.8600], [2.7869, 2.6504, -2.6038], [1.8661, 2.0898, -3.1743], [3.9466, 2.0608, -2.2822], [5.0134, 2.7710, -1.6054], [4.1273, 0.6583, -2.6242], [2.7372, 3.7091, -2.2976], [5.9183, 2.7736, -2.2154], [5.2380, 2.2997, -0.6472], [4.7114, 3.8003, -1.4252], [4.0386, 0.5158, -3.7011], [3.3648, 0.0488, -2.1389], [5.1111, 0.3347, -2.2956], [-1.5141, 2.6668, 4.5181], [-1.4170, 3.1551, 5.6291], [-1.0157, 1.4719, 4.1621], [-1.1603, 0.9414, 2.8167], [-0.3115, 0.6935, 5.1639], [-2.0324, 3.1791, 3.6889], [-1.7082, -0.0027, 2.8393], [-0.1834, 0.7622, 2.3672], [-1.7104, 1.6412, 2.1946], [-0.9661, 0.4760, 6.0086], [0.5489, 1.2467, 5.5426], [0.0245, -0.2386, 4.7165], [4.2819, -6.1632, 3.6011], [4.7728, -7.2016, 4.0074], [4.4467, -4.9609, 4.1772], [3.8415, -3.7607, 3.6323], [5.2603, -4.8718, 5.3781], [3.6484, -6.1280, 2.7036], [4.6092, -3.0307, 3.3692], [3.1644, -3.3085, 4.3601], [3.2791, -4.0051, 2.7324], [6.2736, -5.2199, 5.1777], [4.8419, -5.4955, 6.1680], [5.2920, -3.8379, 5.7118], [-7.0084, 3.7489, 0.0761], [-6.5141, 2.6626, 0.3124], [-6.7373, 4.8655, 0.7726], [-7.3474, 6.1410, 0.4592], [-5.7942, 4.7753, 1.8762], [-7.7295, 3.9091, -0.7432], [-6.5848, 6.8786, 0.2023], [-7.9195, 6.5125, 1.3115], [-8.0198, 6.0261, -0.3881], [-4.8242, 4.4287, 1.5185], [-6.1496, 4.0650, 2.6225], [-5.6832, 5.7553, 2.3326], [0.0671, 5.7584, -5.9172], [-0.2830, 6.7320, -6.5566], [0.0762, 4.4988, -6.3851], [0.5072, 3.3757, -5.5706], [-0.3623, 4.2697, -7.7502], [0.4155, 5.8306, -4.8719], [1.3602, 2.8771, -6.0333], [-0.3041, 2.6538, -5.4616], [0.7979, 3.7165, -4.5850], [0.2612, 4.8267, -8.4502], [-1.3917, 4.6038, -7.8819], [-0.2953, 3.2076, -7.9716]]
}